Record 1
# C7H14P

2 unconnected molecules or ions with the total composition C7H14P (ωB97M-V/def2-TZVPD, OMol25).

Each line ends with the Löwdin charge.
Element x y z (Å)
C (0.132, -6.273, -1.386)  -0.016
C (1.218, -5.958, -0.682)  -0.254
C (-1.459, 4.220, -1.513)  -0.174
C (0.089, 3.616, 1.800)  -0.355
C (1.243, -5.754, 0.788)  -0.126
C (-2.645, 5.017, -1.728)  -0.168
C (1.376, 4.295, 1.999)  -0.153
P (-1.018, 3.728, 0.388)  1.131
H (-0.823, -6.435, -0.915)  0.050
H (0.163, -6.380, -2.456)  0.044
H (2.169, -5.832, -1.184)  0.090
H (-1.173, 3.442, -2.206)  0.057
H (-0.419, 3.087, 2.589)  0.053
H (1.877, -6.506, 1.260)  0.075
H (0.249, -5.815, 1.221)  0.070
H (1.683, -4.785, 1.020)  0.068
H (-2.941, 5.599, -0.860)  0.086
H (-3.487, 4.421, -2.091)  0.113
H (-2.391, 5.711, -2.537)  0.124
H (1.229, 5.293, 2.423)  0.103
H (1.931, 4.417, 1.071)  0.087
H (1.972, 3.730, 2.714)  0.096

Values from the calculation:
- relative energy (zero: lowest compared OMol25 entry of this formula, charge and spin) (kcal/mol) = 129.94
- E_LUMO (spin up / spin down) (Ha) = -0.241 / -0.242
- spin multiplicity = 1
- charge = +1

---

Record 2
# C7H7FINO2

C7H7FINO2 in the gas phase (ωB97M-V/def2-TZVPD, OMol25).

Each line ends with the Löwdin charge.
Element x y z (Å)
C (0.436, -1.118, 0.034)  -0.016
C (1.521, -1.335, 0.749)  -0.148
C (0.195, 1.190, 0.794)  -0.023
C (-0.221, 0.253, -0.035)  -0.254
C (1.345, 0.918, 1.771)  -0.240
C (2.240, -0.278, 1.386)  -0.695
C (-1.408, 0.306, -0.909)  -0.054
N (0.506, 0.675, 3.001)  -0.359
O (-0.123, 1.643, 3.413)  0.074
O (0.443, -0.471, 3.364)  0.122
F (3.036, -0.743, 2.470)  -0.045
I (3.685, 0.643, -0.094)  0.844
H (0.150, -1.933, -0.665)  0.132
H (1.893, -2.306, 0.675)  0.109
H (-0.217, 2.221, 1.063)  0.156
H (2.057, 1.833, 1.821)  0.139
H (-1.406, 1.019, -1.773)  0.105
H (-2.204, 0.613, -0.291)  0.066
H (-1.776, -0.669, -1.283)  0.088

Values from the calculation:
- relative energy (zero: lowest compared OMol25 entry of this formula, charge and spin) (kcal/mol) = 0.00
- SMILES string = CC1=C[C@@H]([N+](=O)[O-])[C@](F)(I)C=C1
- E_LUMO (Ha) = -0.032
- spin multiplicity = 1
- charge = 0

---

Record 3
# C26H30N4O7S

C26H30N4O7S in the gas phase (ωB97M-V/def2-TZVPD, OMol25).

Each line ends with the Löwdin charge.
Element x y z (Å)
C (6.584, 5.611, 1.510)  -0.062
C (5.173, 5.555, 0.942)  -0.219
H (4.488, 6.174, 1.526)  0.122
H (5.174, 5.882, -0.102)  0.121
O (4.627, 4.239, 1.016)  -0.014
C (5.001, 3.393, 0.030)  -0.539
O (5.701, 3.704, -0.904)  0.093
N (4.521, 2.139, 0.227)  -0.039
C (3.559, 1.781, 1.240)  -0.104
H (3.482, 2.586, 1.968)  0.126
H (3.912, 0.871, 1.741)  0.133
C (2.188, 1.509, 0.601)  -0.111
N (2.332, 0.520, -0.440)  -0.035
C (1.729, -0.680, -0.482)  -0.414
O (2.030, -1.546, -1.290)  0.053
C (0.609, -0.928, 0.482)  -0.055
C (0.588, -2.098, 1.166)  0.004
N (-0.455, -2.481, 1.937)  0.112
C (-1.620, -1.764, 1.962)  -0.168
C (-2.744, -2.246, 2.645)  0.008
C (-3.952, -1.602, 2.511)  -0.045
C (-4.036, -0.436, 1.757)  -0.255
C (-2.917, 0.113, 1.181)  0.022
C (-1.693, -0.553, 1.254)  -0.045
C (-0.550, -0.039, 0.479)  -0.338
O (-0.602, 1.014, -0.137)  0.075
H (-2.967, 1.035, 0.624)  0.135
S (-5.651, 0.123, 1.186)  0.702
O (-6.612, -0.850, 1.610)  -0.281
O (-5.899, 1.491, 1.527)  -0.279
N (-5.462, 0.038, -0.500)  -0.205
C (-4.545, -0.938, -0.919)  -0.305
C (-3.453, -0.661, -1.734)  -0.018
C (-2.482, -1.620, -1.974)  -0.005
C (-2.581, -2.879, -1.397)  -0.271
C (-3.721, -3.184, -0.647)  0.014
C (-4.689, -2.234, -0.418)  -0.027
H (-5.558, -2.465, 0.176)  0.113
H (-3.818, -4.179, -0.242)  0.124
O (-1.646, -3.862, -1.486)  -0.054
C (-0.487, -3.641, -2.277)  -0.251
C (0.345, -4.912, -2.238)  -0.058
H (-0.213, -5.743, -2.662)  0.076
H (0.604, -5.155, -1.212)  0.071
H (1.258, -4.762, -2.806)  0.079
H (-0.779, -3.413, -3.310)  0.128
H (0.098, -2.802, -1.880)  0.094
H (-1.635, -1.355, -2.587)  0.115
H (-3.326, 0.314, -2.173)  0.113
C (-5.519, 1.301, -1.198)  -0.085
H (-4.592, 1.878, -1.116)  0.090
H (-5.742, 1.115, -2.248)  0.103
H (-6.323, 1.880, -0.751)  0.084
H (-4.855, -1.997, 2.948)  0.121
H (-2.668, -3.159, 3.217)  0.118
H (-0.428, -3.370, 2.416)  0.163
H (1.430, -2.774, 1.123)  0.149
C (3.302, 0.875, -1.456)  -0.093
H (3.364, 0.047, -2.164)  0.125
C (4.665, 1.145, -0.815)  -0.102
H (5.370, 1.526, -1.554)  0.126
H (5.058, 0.224, -0.371)  0.134
H (2.956, 1.777, -1.973)  0.141
H (1.496, 1.155, 1.364)  0.122
H (1.789, 2.432, 0.167)  0.139
H (7.248, 4.999, 0.904)  0.075
H (6.596, 5.242, 2.533)  0.077
H (6.941, 6.637, 1.497)  0.077

Values from the calculation:
- relative energy (zero: lowest compared OMol25 entry of this formula, charge and spin) (kcal/mol) = 11.78
- SMILES string = CCOC(=O)N1CCN(C(=O)c2c[nH]c3ccc(S(=O)(=O)N(C)c4ccc(OCC)cc4)cc3c2=O)CC1
- E_LUMO (Ha) = -0.012
- spin multiplicity = 1
- charge = 0

---

Record 4
# C10H18O6PtS

A molecular structure, C10H18O6PtS (ωB97M-V/def2-TZVPD, OMol25).

Each line ends with the Löwdin charge.
Element x y z (Å)
C (0.507, -1.360, 2.538)  -0.063
C (-0.213, -2.317, 1.582)  -0.365
C (-1.726, -2.312, 1.914)  -0.032
C (0.111, -2.117, 0.093)  -0.070
C (-0.047, -0.720, -0.477)  -0.305
C (0.954, 0.388, -0.087)  -0.093
C (0.987, 1.598, -1.017)  -0.141
C (2.125, 2.569, -0.560)  -0.037
C (1.595, 3.856, 0.042)  -0.473
O (2.029, 4.925, -0.327)  0.197
O (0.633, 3.712, 0.978)  0.126
C (-1.473, -0.163, -0.616)  -0.054
O (-1.615, 0.410, -1.979)  -0.313
S (-0.694, -0.591, -3.015)  0.609
O (-1.613, -1.635, -3.308)  -0.162
O (-0.189, 0.102, -4.113)  -0.095
O (0.319, -0.960, -1.943)  -0.123
H (0.107, -0.348, 2.523)  0.075
H (0.332, -1.724, 3.547)  0.095
H (1.588, -1.372, 2.419)  0.094
H (0.149, -3.309, 1.835)  0.143
H (-2.358, -1.810, 1.183)  0.051
H (-2.069, -3.343, 1.972)  0.095
H (-1.886, -1.900, 2.904)  0.089
H (-0.545, -2.760, -0.499)  0.144
H (1.118, -2.474, -0.111)  0.153
H (0.723, 0.771, 0.904)  0.125
H (1.935, -0.076, 0.009)  0.152
H (1.193, 1.360, -2.054)  0.114
H (0.036, 2.118, -0.911)  0.112
H (2.691, 2.855, -1.439)  0.136
H (2.830, 2.061, 0.096)  0.141
H (0.074, 4.502, 0.921)  0.145
H (-1.755, 0.661, 0.031)  0.163
H (-2.266, -0.930, -0.593)  0.129
Pt (-3.588, 0.331, -2.442)  1.239

Values from the calculation:
- E_LUMO (Ha) = -0.507
- spin multiplicity = 1
- charge = +2

---

Record 5
# C7H8O2

C7H8O2 in the gas phase (ωB97M-V/def2-TZVPD, OMol25).

Each line ends with the Löwdin charge.
Element x y z (Å)
C (-1.219, -0.173, 1.809)  -0.041
C (-0.299, 1.335, -1.430)  -0.007
C (-0.080, 0.510, -0.180)  -0.464
C (1.906, -0.517, 0.176)  -0.336
C (1.227, 0.594, 0.526)  -0.039
O (-1.216, 0.527, 0.559)  -0.086
C (0.417, -1.097, -0.798)  -0.059
C (-0.027, -2.073, -1.373)  0.197
O (2.875, -1.207, 0.255)  0.120
H (1.543, 1.420, 1.144)  0.114
H (-0.931, -1.216, 1.663)  0.095
H (-0.544, 0.289, 2.529)  0.090
H (-2.241, -0.109, 2.173)  0.092
H (0.550, 1.243, -2.103)  0.094
H (-0.390, 2.380, -1.118)  0.096
H (-1.214, 1.029, -1.935)  0.092
H (-0.357, -2.937, -1.896)  0.043

Values from the calculation:
- relative energy (zero: lowest compared OMol25 entry of this formula, charge and spin) (kcal/mol) = 119.13
- E_LUMO (Ha) = -0.029
- spin multiplicity = 1
- charge = 0

---

Record 6
# N2O3

N2O3 in the gas phase (ωB97M-V/def2-TZVPD, OMol25).

Each line ends with the Löwdin charge.
Element x y z (Å)
N (-0.521, 0.810, 0.293)  0.161
N (0.459, -0.224, -0.304)  -0.456
O (1.563, -0.197, 0.121)  0.134
O (-1.469, 0.376, 1.108)  0.022
O (-0.033, -0.766, -1.218)  0.139

Values from the calculation:
- relative energy (zero: lowest compared OMol25 entry of this formula, charge and spin) (kcal/mol) = 26.86
- SMILES string = O=N[N+](=O)[O-]
- E_LUMO (Ha) = -0.089
- spin multiplicity = 1
- charge = 0

---

Record 7
# C4H6N4

A molecular structure, C4H6N4 (ωB97M-V/def2-TZVPD, OMol25).

Each line ends with the Löwdin charge.
Element x y z (Å)
C (-0.288, -1.057, 1.327)  -0.622
C (0.456, 0.475, 0.288)  -0.377
C (0.581, 1.679, -0.562)  -0.069
C (-0.231, 0.782, -1.451)  -0.184
H (0.277, -2.043, 3.029)  0.054
H (0.185, 2.806, -0.276)  0.178
H (1.670, 1.579, -0.964)  0.151
H (-0.266, 1.076, -2.578)  0.141
H (-1.365, 0.593, -1.267)  0.147
H (-0.707, -2.316, -0.347)  0.183
N (0.052, -2.150, 1.995)  0.088
N (0.059, 0.133, 1.549)  0.195
N (0.330, -0.335, -0.704)  0.013
N (-0.751, -1.221, -0.037)  0.102

Values from the calculation:
- relative energy (zero: lowest compared OMol25 entry of this formula, charge and spin) (kcal/mol) = 131.91
- E_LUMO (Ha) = 0.020
- spin multiplicity = 1
- charge = 0

---

Record 8
# C5H7NO

C5H7NO in the gas phase (ωB97M-V/def2-TZVPD, OMol25).

Each line ends with the Löwdin charge.
Element x y z (Å)
C (-2.401, -0.632, -0.012)  -0.038
C (-1.301, 0.232, 0.280)  -0.205
C (0.064, 0.438, -0.009)  -0.402
C (0.594, 1.727, -0.087)  0.085
C (2.311, -0.822, 0.034)  -0.233
H (-3.494, -0.432, 0.605)  0.114
H (-2.245, -1.695, -0.689)  0.100
H (-1.749, 1.146, 0.988)  0.152
H (-0.087, 2.535, -0.689)  0.138
H (1.533, 1.731, -0.233)  -0.052
H (0.312, -1.563, -0.216)  0.131
H (2.447, -2.038, -0.262)  0.170
N (0.848, -0.715, 0.042)  0.049
O (3.167, 0.088, 0.248)  -0.008

Values from the calculation:
- relative energy (zero: lowest compared OMol25 entry of this formula, charge and spin) (kcal/mol) = 115.98
- SMILES string = C=CC(=C)NC=O
- E_LUMO (Ha) = -0.002
- spin multiplicity = 1
- charge = 0

---

E values, unit eV, following the record order: -16762.0240; -23771.0304; -58577.9459; -37003.0485; -11478.3940; -9115.7628; -10200.2194; -8831.1735.
Largest force on an atom values, unit eV Å⁻¹, following the record order: 4.39; 2.43; 1.03; 2.63; 2.07; 9.08; 9.80; 8.93.